1.
ORCA calculation (ωB97M-V with the def2-TZVPD basis set) on C8H7N as an isolated structure.

Geometry as ORCA input:
```
! wB97M-V def2-TZVPD RIJCOSX def2/J DEFGRID3
* xyz 0 1
C 2.11101 -0.98266 -0.00149
C 0.51061 1.23500 0.39479
C 1.70904 1.01317 0.20282
C -0.25103 -0.50131 -0.82895
C 0.69616 -1.19528 0.18023
C -0.09745 -0.33583 1.29360
C -0.70514 0.50140 0.19843
C -1.96095 1.21810 0.32366
N 2.70188 0.20131 0.02050
H 2.76910 -1.88394 0.01812
H 0.09601 -0.03712 -1.68743
H -1.06483 -1.25256 -1.13528
H 0.46144 -2.27766 0.26191
H -2.11263 1.75714 -0.61822
H -1.89682 1.90917 1.06701
H -2.96638 0.63107 0.31030
*
```

The calculation puts the energy above the lowest of the compared OMol25 structures with the same formula, charge and spin at 185.00 kcal per mole. The strongest force on any atom comes out at 5.1 eV Å⁻¹. The HOMO energy (alpha / beta) comes out at -8.38 / -8.38 eV. For the total energy, the calculation gives -363.47961 Eh.

***

2.
ORCA calculation (ωB97M-V with the def2-TZVPD basis set) on C8H7N as an isolated structure.

Geometry as ORCA input:
```
! wB97M-V def2-TZVPD RIJCOSX def2/J DEFGRID3
* xyz 0 1
C 0.99362 2.27285 0.97517
C 0.59246 0.96944 0.30123
C -0.19974 -0.05196 0.97310
C -0.88240 -1.15926 0.15618
C -1.98858 -1.82641 0.50880
C -0.37261 -1.44276 -1.10227
C 0.96438 0.55385 -1.14046
C 1.52661 0.05169 -2.09401
H 0.48643 2.26900 1.85350
H 1.17185 3.26119 0.22415
H 2.08291 2.02068 1.26335
H -0.45274 0.24562 2.04016
H -2.50547 -2.78441 -0.06660
H -2.53416 -1.26629 1.33226
H 1.47029 -0.53936 -3.32708
N -0.35285 -2.57387 -1.89748
*
```

The calculation puts the energy above the lowest of the compared OMol25 structures with the same formula, charge and spin at 206.19 kcal per mole. The strongest force on any atom comes out at 16.0 eV Å⁻¹. The HOMO energy comes out at -8.57 eV. For the total energy, the calculation gives -363.44585 Eh.

***

3.
ORCA calculation (ωB97M-V with the def2-TZVPD basis set) on C8H7N2O5V as an isolated structure.

Geometry as ORCA input:
```
! wB97M-V def2-TZVPD RIJCOSX def2/J DEFGRID3
* xyz 2 3
O 3.80440 3.45576 -3.71043
C 3.10067 2.71779 -3.17451
V 0.21599 2.13096 -0.33741
O 1.96481 -0.87543 -1.82229
C 1.61647 0.17628 -1.51965
C -0.98734 3.37089 0.54161
O -1.69196 4.11778 1.09012
C -0.81165 1.56683 -2.07827
O -1.47538 1.26777 -2.99161
C 1.94357 1.74930 0.85995
O 2.85550 1.57099 1.56256
H 1.34454 2.78563 -1.21391
C 0.01938 -2.86249 1.67016
N -1.00190 -1.94758 1.14216
C -2.39484 -2.33807 0.88672
C -0.62999 -0.77693 0.73150
N -0.47444 0.36618 0.51885
H -0.46143 -3.77396 1.99878
H 0.54301 -2.36660 2.50453
H 0.76485 -3.07548 0.88845
H -3.07337 -1.57337 1.30057
H -2.58966 -2.38843 -0.19642
H -2.58121 -3.29782 1.34855
*
```

Its expectation value of S² is 2.048. The strongest force on any atom comes out at 9.3 eV Å⁻¹. The HOMO energy (alpha / beta) comes out at -17.25 / -17.34 eV. For the total energy, the calculation gives -1738.00832 Eh.